# 1
Below is a molecular structure, C33H54B2IrN10, with properties calculated with the ωB97M-V functional and the def2-TZVPD basis.

- LUMO level: -3.2 eV
- Multiplicity: 1
- Kohn-Sham gap: 8.11 eV
- Net charge: +1

Last column: Löwdin charge in e.
Cartesian coordinates (Å):
Ir -0.21 -0.13 0.17  1.4327
C -3.03 -1.60 3.57  -0.0375
C -1.68 -1.89 2.92  -0.3601
C -1.04 -3.13 3.55  -0.0360
C -0.75 -0.72 3.08  -0.2039
C -0.39 -0.17 4.30  0.0332
C 0.53 0.83 4.07  -0.1480
C 1.14 1.57 5.24  -0.3331
C 1.91 2.86 4.99  -0.0604
C 1.97 0.60 6.10  -0.0422
N 0.73 0.90 2.73  0.0975
N -0.07 -0.04 2.13  -0.0390
B 1.64 1.72 1.78  -0.4812
N 0.77 2.55 0.81  0.0754
N -0.14 1.89 0.03  -0.0604
C -0.68 2.76 -0.83  -0.2180
C -0.09 4.00 -0.61  0.0416
C 0.83 3.84 0.41  -0.1713
C 1.78 4.94 0.80  -0.3409
C 1.96 5.23 2.29  -0.0561
C 3.13 4.72 0.11  -0.0357
C -1.66 2.52 -1.95  -0.3312
C -3.01 3.19 -1.66  -0.0405
C -1.85 1.07 -2.38  -0.0472
N 2.46 0.70 0.94  0.0699
N 1.80 0.06 -0.07  -0.0592
C 2.69 -0.63 -0.79  -0.2365
C 3.94 -0.47 -0.19  0.0517
C 3.76 0.37 0.90  -0.1733
C 4.83 0.74 1.88  -0.3361
C 5.25 2.21 1.86  -0.0484
C 4.45 0.29 3.29  -0.0459
C 2.39 -1.42 -2.04  -0.3475
C 3.51 -1.21 -3.06  -0.0541
C 1.06 -1.05 -2.70  -0.0596
H -3.71 -2.43 3.41  0.0905
H -2.92 -1.45 4.65  0.0831
H -3.49 -0.70 3.16  0.0708
H -1.82 -2.07 1.87  0.0829
H -0.85 -2.98 4.61  0.0850
H -1.70 -3.99 3.43  0.0910
H -0.08 -3.37 3.07  0.0670
H -0.76 -0.47 5.27  0.1325
H 0.27 1.84 5.84  0.1443
H 2.84 2.69 4.46  0.0620
H 1.30 3.57 4.44  0.0660
H 2.15 3.31 5.96  0.0929
H 2.88 0.28 5.58  0.0661
H 2.27 1.10 7.02  0.0891
H 1.40 -0.29 6.37  0.0778
H 2.38 2.44 2.37  0.0981
H -0.29 4.91 -1.15  0.1309
H 1.33 5.83 0.36  0.1348
H 2.67 4.54 2.75  0.0515
H 2.34 6.24 2.41  0.0897
H 1.01 5.16 2.82  0.0839
H 3.56 3.76 0.39  0.0516
H 3.02 4.73 -0.98  0.0883
H 3.83 5.51 0.39  0.0915
H -1.23 3.06 -2.80  0.1419
H -3.52 2.69 -0.83  0.0558
H -2.89 4.24 -1.41  0.0828
H -3.66 3.12 -2.54  0.0915
H -2.59 0.55 -1.76  0.0563
H -2.21 1.02 -3.41  0.1025
H -0.91 0.52 -2.35  0.0318
H 4.88 -0.90 -0.50  0.1212
H 5.70 0.16 1.57  0.1383
H 4.49 2.86 2.29  0.0552
H 6.16 2.33 2.46  0.0887
H 5.47 2.55 0.85  0.0851
H 3.52 0.76 3.60  0.0372
H 4.32 -0.79 3.34  0.0946
H 5.23 0.57 4.00  0.0947
H 2.37 -2.47 -1.76  0.1380
H 3.58 -0.16 -3.36  0.0944
H 4.48 -1.51 -2.66  0.0752
H 3.33 -1.81 -3.95  0.0888
H 1.12 -0.06 -3.15  0.0935
H 0.81 -1.78 -3.48  0.1036
H 0.22 -1.07 -2.00  0.0134
B -2.49 -2.51 -0.88  -0.3915
N -2.99 -1.20 -0.21  -0.0647
C -4.27 -0.82 -0.09  -0.0498
C -4.32 0.43 0.50  -0.0365
C -3.00 0.76 0.73  -0.1551
N -2.21 -0.23 0.29  -0.1647
N -1.14 -2.96 -0.23  -0.0615
C -0.72 -4.23 -0.12  -0.0489
C 0.56 -4.23 0.41  -0.0310
C 0.86 -2.89 0.60  -0.1396
N -0.18 -2.14 0.20  -0.1492
H -2.32 -2.32 -2.07  0.0737
H -3.30 -3.37 -0.71  0.0807
H -5.06 -1.47 -0.44  0.1362
H -5.20 1.01 0.74  0.1113
H -2.57 1.64 1.18  0.1240
H -1.36 -5.04 -0.42  0.1344
H 1.18 -5.09 0.64  0.1081
H 1.74 -2.43 1.02  0.1200

# 2
Below is a molecular structure, C33H54Br3ClCsF3KN2O13S2, with properties calculated with the ωB97M-V functional and the def2-TZVPD basis.

- LUMO level: -1.5 eV
- Multiplicity: 1
- Kohn-Sham gap: 0.77 eV
- Net charge: -1

Last column: Löwdin charge in e.
Cartesian coordinates (Å):
C -2.63 -1.45 1.59  -0.1327
C -3.41 -1.26 0.23  -0.7389
Br -5.24 -0.67 0.60  0.6676
C -2.57 -0.16 -0.68  -0.6047
Br -3.77 1.34 -1.08  0.7288
N -2.12 -0.66 -2.00  -0.0561
C -0.74 -1.23 -1.98  -0.3315
C 0.35 -0.11 -1.84  -0.2415
C 1.71 -0.81 -1.89  -0.4660
S 3.09 0.28 -1.43  0.8640
C 2.40 1.39 -0.14  -1.0663
S 1.85 2.84 -0.70  0.6138
N 2.33 0.99 1.16  -0.1471
C 3.42 0.06 1.58  -0.1470
C 3.09 -0.47 3.00  -0.3183
O 3.24 0.65 3.92  -0.3177
C 2.24 1.56 3.54  -0.2343
C 2.40 2.11 2.10  -0.2016
H -1.88 -2.27 1.51  0.0621
H -3.37 -1.79 2.33  0.0650
H -2.15 -0.52 1.92  0.0862
H -3.45 -2.27 -0.26  -0.0486
H -1.75 0.21 -0.07  0.0907
H -2.21 0.04 -2.74  0.1366
H -2.79 -1.41 -2.26  0.0776
H -0.57 -1.66 -2.98  0.1077
H -0.60 -2.01 -1.26  -0.0125
H 0.17 0.45 -0.92  0.0720
H 0.17 0.57 -2.69  0.1183
H 1.67 -1.74 -1.31  0.0909
H 1.90 -1.11 -2.93  0.0853
H 3.53 -0.82 0.95  0.0948
H 4.35 0.63 1.69  0.1401
H 3.77 -1.29 3.27  0.0118
H 2.06 -0.86 2.99  0.1038
H 1.23 1.10 3.56  0.1320
H 2.19 2.39 4.25  0.1020
H 1.60 2.84 1.98  0.0848
H 3.38 2.62 2.05  0.1331
O 5.21 -2.84 2.51  0.1027
C 6.10 -3.01 3.29  -0.4838
O 6.97 -2.04 3.67  0.0281
C 7.98 -2.59 4.52  -0.1623
C 7.36 -3.86 5.10  -0.1584
C 6.46 -4.32 3.96  -0.0731
H 8.87 -2.80 3.92  0.1211
H 8.23 -1.87 5.30  0.1240
H 8.10 -4.60 5.40  0.1113
H 6.76 -3.61 5.97  0.1223
H 6.99 -4.95 3.24  0.1280
H 5.57 -4.82 4.33  0.1293
C -2.75 4.89 -3.16  -0.0438
C -3.67 3.93 -3.87  -0.2075
O -4.39 4.58 -4.94  0.0293
C -3.75 4.71 -6.09  -0.4094
O -2.64 4.34 -6.34  0.1995
C -4.69 5.35 -7.11  -0.5539
F -5.38 6.40 -6.61  0.1411
F -5.62 4.46 -7.55  -0.0868
F -4.05 5.82 -8.20  0.0996
H -3.31 5.76 -2.80  0.0891
H -2.28 4.41 -2.30  0.0816
H -1.97 5.26 -3.82  0.0842
H -4.43 3.56 -3.18  0.1027
H -3.13 3.06 -4.25  0.1200
C 3.65 2.72 7.49  -0.1526
O 2.62 2.42 6.55  -0.1493
H 3.25 3.41 8.23  0.0653
H 3.99 1.81 7.98  0.0792
H 4.49 3.20 6.97  0.0773
H 3.00 1.81 5.91  0.0273
C -7.02 0.97 -6.37  -0.0526
C -5.66 1.26 -5.73  -0.5008
C -4.52 0.84 -6.65  -0.0520
O -5.56 0.56 -4.49  -0.0659
H -7.14 -0.10 -6.56  0.0881
H -7.83 1.26 -5.70  0.0836
H -7.13 1.51 -7.31  0.0716
H -5.59 2.32 -5.50  0.1140
H -4.56 -0.23 -6.85  0.0885
H -3.56 1.05 -6.17  0.0739
H -4.56 1.38 -7.60  0.0770
H -5.63 -0.38 -4.67  0.0926
Cl 3.20 -1.25 5.51  -0.2735
K -6.40 5.68 -9.04  0.7633
O 2.59 5.83 7.47  0.1034
C 2.56 5.86 6.28  -0.5290
O 3.67 6.24 5.59  -0.0025
C 3.80 6.11 4.18  -0.2340
C 3.21 7.30 3.45  -0.0673
C 1.29 5.56 5.52  0.0113
H 3.38 5.16 3.83  0.1068
H 4.87 6.05 3.98  0.1230
H 2.14 7.39 3.62  0.0649
H 3.38 7.21 2.37  0.0790
H 3.67 8.22 3.80  0.0808
H 0.70 6.47 5.44  0.0899
H 0.74 4.81 6.08  0.0923
H 1.46 5.15 4.52  0.0630
Br -1.99 -3.57 -1.76  -0.1541
Cs -2.63 -4.88 0.13  0.9144
C -3.42 -11.22 -2.98  0.0253
C -3.47 -10.06 -2.22  -0.4236
C -2.19 -9.79 -1.40  -0.3949
O -2.06 -8.76 -0.73  -0.0444
C -1.14 -10.77 -1.43  0.0211
C -1.10 -11.94 -2.18  -0.4151
C -2.33 -12.17 -3.08  -0.3789
O -2.42 -13.11 -3.86  0.0137
O -0.19 -12.78 -2.20  -0.0007
O -4.41 -9.25 -2.14  -0.0368
H -4.28 -11.48 -3.60  0.0992
H -0.31 -10.53 -0.77  0.0997

# 3
Below is a molecular structure, C33H54BrN4O3P2PdSe, with properties calculated with the ωB97M-V functional and the def2-TZVPD basis.

- LUMO level: -3.6 eV
- Multiplicity: 1
- Kohn-Sham gap: 6.53 eV
- Net charge: +1
- Relative energy (zero: lowest compared OMol25 entry of this formula, charge and spin): 1.733 eV

Last column: Löwdin charge in e.
Cartesian coordinates (Å):
Pd 0.39 1.64 -0.08  0.4097
C 3.48 0.42 -1.90  -0.2215
P 2.62 1.56 -0.79  0.7979
C 3.64 1.60 0.71  -0.2159
C 3.01 3.18 -1.55  -0.3953
C 2.27 4.30 -0.82  -0.3969
P 0.49 3.92 -0.79  0.8197
C 0.00 4.23 -2.51  -0.2318
C -0.18 5.35 0.11  -0.2293
H 4.47 0.83 -2.11  0.0624
H 2.92 0.30 -2.83  0.0530
H 3.58 -0.56 -1.43  0.0467
H 4.63 1.98 0.48  0.0649
H 3.73 0.59 1.12  0.0430
H 3.14 2.22 1.46  0.0375
H 2.71 3.14 -2.60  0.0819
H 4.09 3.33 -1.53  0.0937
H 2.45 5.27 -1.29  0.0943
H 2.60 4.37 0.22  0.0893
H 0.29 5.24 -2.80  0.0608
H -1.08 4.11 -2.59  0.0370
H 0.46 3.50 -3.17  0.0482
H 0.39 6.24 -0.15  0.0557
H -0.11 5.18 1.18  0.0542
H -1.23 5.50 -0.16  0.0404
C -3.07 3.43 0.86  -0.0354
N -3.80 2.70 -0.17  -0.1093
C -5.25 2.80 -0.06  -0.0455
C -3.15 2.02 -1.16  -0.4926
O -1.94 2.15 -1.40  -0.1015
N -3.95 1.21 -1.97  -0.1557
C -4.59 0.06 -1.32  -0.0465
C -3.36 0.89 -3.26  -0.0612
H -3.37 3.09 1.85  0.0998
H -3.29 4.50 0.77  0.0935
H -2.01 3.27 0.75  0.0352
H -5.51 3.84 0.10  0.0921
H -5.63 2.22 0.78  0.0925
H -5.72 2.46 -0.98  0.0883
H -4.97 0.33 -0.34  0.0761
H -3.88 -0.76 -1.20  0.0805
H -5.42 -0.28 -1.94  0.0931
H -3.05 1.80 -3.77  0.0923
H -4.13 0.41 -3.86  0.0907
H -2.50 0.22 -3.18  0.0471
Br -1.00 0.76 8.55  0.7581
C -0.75 1.06 6.71  -0.6951
C -1.70 0.59 5.81  -0.1223
C -1.50 0.79 4.45  -0.0362
C -0.36 1.45 4.00  -0.1545
C 0.57 1.93 4.91  -0.0127
C 0.38 1.74 6.27  -0.1140
C -0.12 1.61 2.53  -0.6396
O -0.95 1.09 1.72  -0.1341
O 0.90 2.23 2.13  -0.1155
H -2.58 0.08 6.17  0.1055
H -2.22 0.43 3.73  0.1205
H 1.44 2.46 4.55  0.1169
H 1.10 2.11 6.99  0.1033
C 1.50 -3.20 -5.74  -0.1053
C 0.90 -3.76 -4.45  -0.2649
C -0.27 -2.91 -3.95  -0.2001
C -0.84 -3.38 -2.62  -0.1427
N 0.11 -3.29 -1.51  -0.0108
C 0.43 -2.17 -0.84  -0.5869
Se -0.38 -0.52 -1.18  0.8391
N 1.36 -2.48 0.08  0.0057
C 1.92 -1.55 1.07  -0.1491
C 1.02 -1.35 2.29  -0.1785
C 0.77 -2.62 3.10  -0.2423
C 0.00 -2.31 4.39  -0.0918
C 1.66 -3.85 0.00  -0.1464
C 2.54 -4.65 0.72  -0.0014
C 2.60 -5.98 0.37  -0.0649
C 1.80 -6.50 -0.66  -0.0645
C 0.92 -5.70 -1.36  0.0001
C 0.87 -4.36 -1.01  -0.1468
H 2.34 -3.81 -6.09  0.0739
H 1.87 -2.18 -5.59  0.0717
H 0.75 -3.17 -6.54  0.0775
H 1.68 -3.80 -3.68  0.1044
H 0.56 -4.78 -4.62  0.1123
H -1.08 -2.93 -4.69  0.1263
H 0.05 -1.87 -3.85  0.0840
H -1.15 -4.43 -2.69  0.1246
H -1.72 -2.79 -2.35  0.0985
H 2.06 -0.61 0.57  0.0281
H 2.89 -1.94 1.37  0.1293
H 0.07 -0.93 1.95  0.0909
H 1.49 -0.59 2.93  0.1262
H 1.72 -3.10 3.35  0.1075
H 0.20 -3.33 2.50  0.1110
H 0.57 -1.65 5.04  0.0801
H -0.22 -3.23 4.94  0.0774
H -0.95 -1.82 4.16  0.0660
H 3.14 -4.25 1.53  0.1119
H 3.27 -6.64 0.91  0.1114
H 1.88 -7.56 -0.91  0.1112
H 0.31 -6.11 -2.16  0.1143

Number 1: strongest force on any atom 1.00 eV Å⁻¹, calculated total energy -1991.46502 Eh. Number 2: strongest force on any atom 12.34 eV Å⁻¹, calculated total energy -12275.37989 Eh. Number 3: strongest force on any atom 2.24 eV Å⁻¹, calculated total energy -7520.57074 Eh.